Record 1
Below is C30H28N6O3S2Tc as an isolated structure, with properties calculated with ωB97M-V with the def2-TZVPD basis set.

CARTESIAN COORDINATES (ANGSTROEM)
Tc (-0.94, -0.90, 1.17)
N (-0.85, 1.50, 4.86)
C (-0.95, 0.97, 3.64)
S (-0.47, -0.73, 3.47)
N (-1.38, 1.73, 2.67)
N (-1.40, 1.11, 1.46)
C (-1.64, 1.82, 0.40)
C (-1.72, 3.29, 0.41)
C (-0.56, 4.01, 0.12)
C (-0.61, 5.40, 0.09)
C (-1.80, 6.06, 0.35)
C (-2.96, 5.34, 0.63)
C (-2.92, 3.95, 0.67)
C (-1.81, 1.05, -0.84)
C (-2.31, 1.61, -2.00)
C (-2.54, 0.79, -3.10)
C (-2.25, -0.56, -3.02)
C (-1.74, -1.06, -1.84)
N (-1.53, -0.28, -0.77)
H (-0.46, 0.97, 5.62)
H (-1.01, 2.49, 4.97)
H (0.37, 3.48, -0.06)
H (0.29, 5.96, -0.12)
H (-1.84, 7.14, 0.32)
H (-3.89, 5.86, 0.83)
H (-3.82, 3.39, 0.90)
H (-2.52, 2.67, -2.02)
H (-2.95, 1.21, -4.01)
H (-2.41, -1.22, -3.86)
H (-1.47, -2.10, -1.73)
C (4.62, 1.30, -4.37)
C (3.98, 1.01, -3.04)
C (2.62, 0.70, -2.96)
C (2.03, 0.42, -1.74)
C (2.81, 0.45, -0.59)
C (4.17, 0.76, -0.64)
C (4.73, 1.04, -1.87)
S (2.09, 0.22, 0.99)
O (3.07, -0.21, 1.92)
O (1.23, 1.34, 1.28)
N (1.01, -1.07, 0.72)
C (1.53, -2.36, 0.55)
C (2.83, -2.71, 0.24)
C (3.20, -4.06, 0.11)
C (2.29, -5.07, 0.28)
C (0.95, -4.75, 0.59)
C (-0.06, -5.71, 0.80)
C (-1.34, -5.30, 1.08)
C (-1.62, -3.94, 1.17)
N (-0.70, -3.00, 0.99)
C (0.59, -3.39, 0.71)
H (3.88, 1.50, -5.14)
H (5.22, 0.44, -4.69)
H (5.30, 2.15, -4.31)
H (2.02, 0.68, -3.86)
H (0.97, 0.18, -1.67)
H (4.76, 0.77, 0.27)
H (5.79, 1.29, -1.93)
H (3.59, -1.95, 0.10)
H (4.22, -4.30, -0.13)
H (2.58, -6.11, 0.19)
H (0.19, -6.76, 0.73)
H (-2.14, -6.01, 1.24)
H (-2.63, -3.61, 1.37)
C (-4.12, -1.82, 2.06)
O (-3.17, -0.81, 1.64)
H (-4.35, -2.44, 1.20)
H (-5.04, -1.33, 2.38)
H (-3.72, -2.41, 2.88)
H (-3.27, -0.04, 2.22)

## Properties
- Frontier orbital gap (spin up / spin down): 7.19 / 6.02 eV
- Spin multiplicity: 4
- ⟨S²⟩: 3.795
- LUMO level (spin up / spin down): -6.5386 / -7.9011 eV
- Charge: +2



Record 2
Below is C30H29Br2CeClN7O2S2 as an isolated structure, with properties calculated with ωB97M-V with the def2-TZVPD basis set.

CARTESIAN COORDINATES (ANGSTROEM)
Ce (0.46, -0.67, 1.04)
O (-2.06, 2.62, 3.05)
C (-1.60, 3.68, 2.37)
C (-1.96, 4.97, 2.78)
C (-1.49, 6.08, 2.11)
C (-0.63, 5.94, 1.03)
C (-0.27, 4.67, 0.62)
C (-0.75, 3.54, 1.27)
C (-0.32, 2.16, 0.81)
O (-0.32, 1.23, 1.78)
N (-1.24, 1.74, -0.29)
N (-1.01, 0.57, -0.85)
C (-1.50, 0.30, -2.01)
C (-1.34, -0.96, -2.66)
Br (-0.62, -2.39, -1.55)
C (-1.67, -1.26, -3.93)
C (-2.09, -0.29, -4.94)
C (-1.54, 0.99, -4.97)
C (-1.94, 1.90, -5.93)
C (-2.89, 1.55, -6.88)
C (-3.43, 0.27, -6.87)
C (-3.02, -0.65, -5.92)
H (-1.52, 1.85, 2.71)
H (-2.62, 5.06, 3.63)
H (-1.77, 7.07, 2.46)
H (-0.24, 6.81, 0.53)
H (0.41, 4.55, -0.22)
H (0.69, 2.26, 0.32)
H (-1.64, 2.49, -0.87)
H (-2.09, 1.04, -2.55)
H (-1.63, -2.30, -4.24)
H (-0.76, 1.26, -4.28)
H (-1.51, 2.89, -5.93)
H (-3.19, 2.26, -7.63)
H (-4.17, -0.01, -7.60)
H (-3.43, -1.65, -5.92)
S (-0.52, -1.87, 3.49)
C (-2.02, -1.66, 2.68)
C (-3.24, -1.81, 3.36)
C (-4.42, -1.67, 2.67)
C (-4.37, -1.38, 1.30)
C (-3.14, -1.27, 0.71)
N (-1.98, -1.39, 1.36)
H (-3.21, -2.04, 4.41)
H (-5.37, -1.77, 3.17)
H (-5.27, -1.26, 0.72)
H (-3.06, -1.07, -0.36)
C (4.95, -4.17, -1.19)
C (4.79, -4.22, 0.33)
C (3.37, -4.01, 0.71)
N (2.81, -2.88, 0.87)
N (1.51, -2.93, 1.21)
C (1.05, -4.15, 1.32)
N (-0.22, -4.43, 1.66)
S (2.26, -5.37, 0.95)
H (6.00, -4.26, -1.46)
H (4.56, -3.23, -1.58)
H (4.40, -4.98, -1.66)
H (5.39, -3.42, 0.78)
H (5.14, -5.18, 0.72)
H (-0.65, -3.70, 2.24)
H (-0.45, -5.38, 1.90)
Br (6.49, -0.89, 3.17)
C (4.93, 0.14, 2.87)
C (5.00, 1.52, 2.90)
C (3.81, 2.21, 2.71)
C (2.65, 1.50, 2.48)
N (2.60, 0.17, 2.42)
C (3.73, -0.50, 2.63)
H (5.93, 2.03, 3.08)
H (3.78, 3.29, 2.73)
H (1.70, 2.01, 2.36)
H (3.68, -1.58, 2.59)
Cl (2.10, 0.07, -0.75)

## Properties
- Frontier orbital gap (spin up / spin down): 7.15 / 7.44 eV
- Spin multiplicity: 2
- ⟨S²⟩: 0.751
- LUMO level (spin up / spin down): -0.1874 / -0.1870 eV



Record 3
Below is C30H29ClF6HoN7O7S3 as an isolated structure, with properties calculated with ωB97M-V with the def2-TZVPD basis set.

CARTESIAN COORDINATES (ANGSTROEM)
Ho (0.47, -0.45, -0.08)
C (0.63, -1.57, -3.45)
N (0.15, -1.75, -2.09)
C (-0.27, -2.93, -1.77)
C (-0.61, -3.34, -0.46)
C (-0.96, -4.63, -0.03)
C (-1.07, -4.58, 1.34)
C (-0.79, -3.26, 1.70)
N (-0.51, -2.49, 0.64)
C (-0.18, -0.57, -4.23)
C (-1.21, -1.02, -5.06)
C (-1.94, -0.13, -5.83)
C (-1.65, 1.22, -5.78)
C (-0.64, 1.68, -4.95)
C (0.10, 0.79, -4.19)
H (0.63, -2.54, -3.98)
H (1.67, -1.21, -3.37)
H (-0.33, -3.72, -2.54)
H (-1.09, -5.50, -0.66)
H (-1.31, -5.38, 2.02)
H (-0.81, -2.84, 2.69)
H (-1.45, -2.07, -5.09)
H (-2.73, -0.49, -6.48)
H (-2.20, 1.92, -6.40)
H (-0.40, 2.73, -4.91)
H (0.92, 1.15, -3.58)
C (2.54, -4.31, 0.93)
C (2.74, -2.82, 0.85)
O (2.18, -2.14, -0.01)
N (3.59, -2.27, 1.74)
C (3.76, -0.83, 1.81)
C (2.71, -0.21, 2.71)
C (3.03, 0.78, 3.63)
C (2.03, 1.24, 4.47)
C (0.77, 0.66, 4.40)
C (0.56, -0.32, 3.45)
N (1.49, -0.73, 2.59)
H (2.49, -4.71, -0.08)
H (1.57, -4.47, 1.39)
H (3.31, -4.81, 1.50)
H (3.90, -2.81, 2.53)
H (3.62, -0.45, 0.79)
H (4.77, -0.60, 2.16)
H (4.03, 1.18, 3.69)
H (2.23, 2.02, 5.20)
H (-0.02, 0.98, 5.06)
H (-0.40, -0.82, 3.38)
F (5.27, 0.67, -0.82)
C (4.52, 1.78, -0.78)
F (5.25, 2.77, -1.27)
F (4.29, 2.03, 0.52)
S (2.87, 1.54, -1.69)
O (2.41, 0.27, -1.16)
O (3.24, 1.56, -3.06)
N (2.05, 2.76, -1.20)
S (0.80, 2.33, -0.26)
O (-0.03, 1.53, -1.16)
O (1.34, 1.63, 0.88)
C (0.46, 4.17, 0.14)
F (0.42, 4.36, 1.45)
F (1.45, 4.94, -0.31)
F (-0.65, 4.64, -0.41)
Cl (-5.83, 1.65, 5.52)
C (-4.62, 1.63, 4.29)
C (-4.13, 2.83, 3.79)
C (-3.12, 2.81, 2.85)
C (-2.61, 1.60, 2.39)
C (-3.16, 0.40, 2.86)
C (-4.16, 0.41, 3.81)
C (-1.45, 1.49, 1.46)
O (-1.06, 2.52, 0.82)
O (-0.92, 0.38, 1.37)
H (-4.54, 3.77, 4.15)
H (-2.70, 3.73, 2.47)
H (-2.79, -0.53, 2.45)
H (-4.58, -0.51, 4.19)
N (-2.71, 1.92, -1.77)
C (-2.88, 0.62, -2.05)
N (-3.45, 0.30, -3.22)
S (-2.61, -0.59, -0.92)
H (-2.65, 2.58, -2.53)
H (-2.17, 2.16, -0.95)
H (-3.43, 0.94, -4.00)
H (-3.48, -0.68, -3.45)

## Properties
- Frontier orbital gap (spin up / spin down): 7.84 / 7.85 eV
- Spin multiplicity: 5
- ⟨S²⟩: 6.003
- LUMO level (spin up / spin down): 0.2945 / 0.3024 eV



Record 4
Below is C30H29CoN3O7S3 as an isolated structure, with properties calculated with ωB97M-V with the def2-TZVPD basis set.

CARTESIAN COORDINATES (ANGSTROEM)
Co (0.17, 0.05, 0.34)
O (-5.07, 2.79, 0.28)
C (-3.82, 2.37, 0.47)
C (-3.44, 1.58, 1.57)
C (-2.13, 1.16, 1.64)
N (-1.23, 1.51, 0.73)
C (-1.58, 2.24, -0.32)
C (-2.86, 2.71, -0.50)
C (-0.44, 2.35, -1.36)
O (-0.53, 3.14, -2.28)
O (0.51, 1.50, -1.12)
C (-1.57, 0.16, 2.66)
O (-2.13, -0.04, 3.71)
O (-0.45, -0.38, 2.25)
H (-5.65, 2.50, 1.00)
H (-4.14, 1.27, 2.33)
H (-3.12, 3.29, -1.37)
O (-1.47, -0.91, -0.52)
S (-2.21, -1.98, -1.27)
C (-1.86, -1.65, -3.05)
C (-0.56, -0.90, -3.27)
C (0.69, -1.77, -3.14)
C (1.96, -0.94, -3.23)
S (2.64, -0.49, -1.56)
O (1.66, -1.05, -0.54)
C (3.95, -1.72, -1.53)
C (3.66, -3.04, -1.21)
C (4.69, -3.97, -1.22)
C (5.98, -3.58, -1.53)
C (6.26, -2.26, -1.84)
C (5.24, -1.32, -1.84)
C (-1.29, -3.50, -1.03)
C (-1.65, -4.62, -1.77)
C (-1.02, -5.83, -1.52)
C (-0.06, -5.93, -0.52)
C (0.27, -4.81, 0.23)
C (-0.35, -3.59, -0.02)
H (-2.70, -1.03, -3.37)
H (-1.90, -2.59, -3.59)
H (-0.50, -0.08, -2.55)
H (-0.59, -0.44, -4.26)
H (0.69, -2.54, -3.91)
H (0.67, -2.28, -2.18)
H (1.79, 0.02, -3.73)
H (2.76, -1.47, -3.74)
H (2.65, -3.33, -0.96)
H (4.47, -5.01, -0.98)
H (6.78, -4.32, -1.54)
H (7.27, -1.96, -2.08)
H (5.45, -0.28, -2.08)
H (-2.42, -4.55, -2.53)
H (-1.30, -6.71, -2.10)
H (0.41, -6.88, -0.32)
H (1.00, -4.89, 1.02)
H (-0.10, -2.72, 0.57)
N (1.69, 1.25, 1.74)
C (2.56, 0.29, 2.18)
S (4.17, 0.30, 1.65)
N (2.08, -0.61, 2.99)
C (2.81, -1.73, 3.44)
C (2.69, -2.14, 4.76)
C (3.42, -3.22, 5.21)
C (4.27, -3.91, 4.34)
C (4.37, -3.51, 3.01)
C (3.63, -2.43, 2.56)
H (2.09, 2.03, 1.23)
H (0.98, 1.52, 2.41)
H (1.06, -0.61, 3.16)
H (2.03, -1.60, 5.44)
H (3.34, -3.53, 6.24)
H (4.84, -4.76, 4.70)
H (5.00, -4.05, 2.33)
H (3.65, -2.16, 1.51)

## Properties
- Frontier orbital gap (spin up / spin down): 8.28 / 4.79 eV
- Spin multiplicity: 5
- ⟨S²⟩: 6.012
- LUMO level (spin up / spin down): -2.9129 / -6.5781 eV
- Charge: +1



Record 5
Below is C30H29N4OPPtS2 as an isolated structure, with properties calculated with ωB97M-V with the def2-TZVPD basis set.

CARTESIAN COORDINATES (ANGSTROEM)
Pt (0.09, -0.92, -0.42)
O (-0.63, -3.09, -2.32)
N (-1.18, -1.86, -1.93)
C (-2.46, -1.91, -1.87)
C (-3.35, -0.80, -1.57)
C (-4.66, -1.01, -2.02)
C (-5.61, 0.00, -1.99)
C (-5.25, 1.25, -1.51)
C (-3.97, 1.46, -1.03)
C (-3.01, 0.45, -1.03)
P (-1.44, 0.81, -0.19)
C (-0.68, 2.20, -1.06)
C (-0.88, 2.36, -2.43)
C (-0.22, 3.38, -3.10)
C (0.64, 4.22, -2.41)
C (0.85, 4.05, -1.05)
C (0.19, 3.04, -0.37)
C (-1.79, 1.36, 1.48)
C (-1.54, 0.51, 2.56)
C (-1.83, 0.93, 3.85)
C (-2.35, 2.19, 4.08)
C (-2.59, 3.05, 3.01)
C (-2.31, 2.64, 1.72)
H (0.02, -2.86, -3.00)
H (-2.92, -2.85, -2.18)
H (-4.93, -1.98, -2.43)
H (-6.61, -0.19, -2.35)
H (-5.97, 2.05, -1.50)
H (-3.72, 2.44, -0.65)
H (-1.55, 1.71, -2.97)
H (-0.38, 3.52, -4.16)
H (1.14, 5.03, -2.93)
H (1.51, 4.71, -0.51)
H (0.35, 2.91, 0.70)
H (-1.15, -0.48, 2.39)
H (-1.65, 0.26, 4.68)
H (-2.58, 2.51, 5.09)
H (-2.99, 4.03, 3.19)
H (-2.47, 3.33, 0.90)
S (-0.60, -2.72, 1.03)
C (0.86, -3.65, 1.27)
N (1.28, -4.45, 0.30)
C (2.43, -5.35, 0.45)
C (3.41, -4.75, 1.44)
C (2.69, -4.41, 2.74)
N (1.50, -3.59, 2.42)
H (0.74, -4.44, -0.55)
H (2.88, -5.48, -0.53)
H (2.07, -6.33, 0.78)
H (3.86, -3.85, 1.02)
H (4.21, -5.46, 1.65)
H (3.32, -3.83, 3.40)
H (2.37, -5.31, 3.27)
H (1.04, -3.09, 3.16)
S (3.39, 1.05, 2.09)
C (2.18, -0.07, 1.67)
N (1.90, -0.17, 0.40)
C (2.68, 0.70, -0.36)
C (2.64, 0.85, -1.74)
C (3.48, 1.77, -2.32)
C (4.36, 2.54, -1.54)
C (4.42, 2.39, -0.18)
C (3.56, 1.46, 0.41)
H (1.66, -0.65, 2.42)
H (1.96, 0.26, -2.35)
H (3.47, 1.90, -3.39)
H (5.02, 3.25, -2.03)
H (5.11, 2.97, 0.42)

## Properties
- Frontier orbital gap (spin up / spin down): 7.16 / 6.98 eV
- Spin multiplicity: 3
- ⟨S²⟩: 2.011
- LUMO level (spin up / spin down): -5.6465 / -7.2025 eV
- Charge: +2



Record 6
Below is C30H30AsO4RuS4 as an isolated structure, with properties calculated with ωB97M-V with the def2-TZVPD basis set.

CARTESIAN COORDINATES (ANGSTROEM)
Ru (1.01, 0.28, -0.03)
S (2.26, 2.14, 0.46)
S (3.05, 0.41, 1.08)
S (3.38, 0.16, -2.34)
S (2.87, -0.84, -0.75)
C (-2.56, 2.70, 0.05)
O (-1.30, 2.07, 0.33)
C (-0.81, 1.18, -0.59)
O (-1.43, 0.93, -1.59)
H (-3.16, 2.65, 0.95)
H (-3.06, 2.21, -0.78)
H (-2.37, 3.74, -0.19)
C (-4.11, -5.74, 2.57)
C (-3.27, -4.49, 2.50)
C (-3.83, -3.24, 2.69)
C (-3.07, -2.08, 2.59)
C (-3.75, -0.75, 2.83)
C (-1.70, -2.18, 2.30)
C (-0.95, -0.94, 2.09)
O (0.26, -0.84, 2.07)
C (-1.10, -3.45, 2.13)
C (0.35, -3.64, 1.82)
C (-1.91, -4.58, 2.23)
H (-5.12, -5.52, 2.92)
H (-3.66, -6.47, 3.25)
H (-4.18, -6.21, 1.59)
H (-4.89, -3.16, 2.92)
H (-4.79, -0.91, 3.08)
H (-3.71, -0.11, 1.94)
H (-3.28, -0.20, 3.64)
H (-1.55, -0.03, 1.93)
H (0.98, -3.29, 2.64)
H (0.64, -3.06, 0.95)
H (0.56, -4.69, 1.64)
H (-1.46, -5.55, 2.08)
O (-0.16, -1.47, -0.54)
As (-0.77, -2.15, -1.93)
C (-0.33, -4.02, -1.80)
C (0.96, -4.44, -2.10)
C (1.31, -5.76, -1.89)
C (0.38, -6.66, -1.38)
C (-0.90, -6.23, -1.07)
C (-1.26, -4.91, -1.28)
C (-2.69, -2.09, -1.92)
C (-3.42, -2.73, -2.91)
C (-4.80, -2.71, -2.87)
C (-5.45, -2.05, -1.83)
C (-4.72, -1.41, -0.84)
C (-3.33, -1.43, -0.88)
C (-0.08, -1.59, -3.63)
C (-0.06, -2.53, -4.65)
C (0.40, -2.18, -5.91)
C (0.85, -0.88, -6.14)
C (0.84, 0.05, -5.11)
C (0.37, -0.30, -3.85)
H (1.69, -3.74, -2.50)
H (2.32, -6.09, -2.12)
H (0.66, -7.69, -1.21)
H (-1.62, -6.93, -0.67)
H (-2.26, -4.57, -1.03)
H (-2.92, -3.25, -3.72)
H (-5.38, -3.20, -3.64)
H (-6.53, -2.03, -1.80)
H (-5.23, -0.90, -0.03)
H (-2.74, -0.93, -0.12)
H (-0.39, -3.55, -4.47)
H (0.41, -2.91, -6.71)
H (1.22, -0.61, -7.12)
H (1.21, 1.05, -5.28)
H (0.34, 0.44, -3.06)

## Properties
- Frontier orbital gap (spin up / spin down): 6.79 / 6.99 eV
- Spin multiplicity: 2
- ⟨S²⟩: 0.776
- LUMO level (spin up / spin down): -0.7302 / -0.5198 eV



Number 1: total energy -70503.8698 eV, maximum force 0.99 eV/Å. Number 2: total energy -233317.0837 eV, maximum force 1.89 eV/Å. Number 3: total energy -143481.0985 eV, maximum force 3.06 eV/Å. Number 4: total energy -120511.6780 eV, maximum force 0.94 eV/Å. Number 5: total energy -73781.2059 eV, maximum force 0.70 eV/Å. Number 6: total energy -146547.8859 eV, maximum force 0.89 eV/Å.